Molecular formula: C46H45AuI2N5O5S2Te
Method: DFT, ωB97M-V/def2-TZVPD

Computed properties:
E_HOMO (alpha / beta) = -7.27 / -7.26 eV
total energy = -4225.23793 a.u.
HOMO-LUMO gap (alpha / beta) = 6.25 / 4.24 eV
ΔE to the lowest compared entry with this formula, charge and spin = 0.0 kcal/mol
multiplicity = 4
LUMO energy (alpha / beta) = -1.020 / -3.026 eV
largest force on an atom = 0.74 eV Å⁻¹
net charge = 0

Geometry as XYZ:
```
107
Properties=species:S:1:pos:R:3:lowdin_spin:R:1
Au -0.052 -0.054 0.287 0.4442
I 1.697 -4.175 -2.661 0.0482
C -0.183 -3.354 -2.627 0.1960
C -1.162 -3.788 -3.491 0.0021
C -2.442 -3.245 -3.466 0.2479
I -3.808 -3.987 -4.813 0.0790
C -2.801 -2.224 -2.529 0.0079
C -4.068 -1.645 -2.418 0.0313
C -4.298 -0.715 -1.444 -0.0126
C -3.260 -0.338 -0.586 0.0291
N -2.056 -0.850 -0.691 0.0929
C -1.822 -1.774 -1.636 0.0607
C -0.455 -2.310 -1.670 0.0851
O 0.412 -1.893 -0.893 0.2271
H -0.938 -4.570 -4.202 -0.0038
H -4.862 -1.950 -3.085 0.0027
H -5.268 -0.279 -1.303 -0.0008
H -3.431 0.354 0.224 0.0011
N -1.318 -2.252 2.067 -0.0004
C -2.631 -1.746 2.170 0.0005
C -2.846 -0.460 2.661 0.0001
C -4.089 0.138 2.539 0.0004
C -5.144 -0.496 1.918 -0.0007
C -4.958 -1.816 1.492 -0.0002
C -3.719 -2.446 1.628 0.0005
S -6.650 0.426 1.566 0.0000
O -7.714 -0.483 1.952 -0.0001
O -6.586 0.688 0.135 0.0000
O -6.508 1.621 2.383 0.0000
H -1.233 -3.238 1.881 0.0000
H -0.592 -1.907 2.673 0.0001
H -2.018 0.090 3.086 -0.0001
H -4.262 1.147 2.885 0.0000
H -5.788 -2.335 1.033 0.0000
H -3.576 -3.452 1.256 0.0001
C 5.497 3.334 -0.910 -0.0004
C 4.829 2.021 -1.134 0.0021
C 4.926 1.249 -2.258 0.0196
C 4.186 0.047 -2.300 0.0040
N 3.411 -0.363 -1.314 0.0206
C 3.320 0.387 -0.212 0.0416
S 2.376 -0.004 1.138 0.1163
N 4.032 1.559 -0.147 0.0288
C 4.262 -0.855 -3.490 0.0003
H 6.191 3.553 -1.714 0.0000
H 6.037 3.331 0.035 -0.0002
H 4.748 4.126 -0.861 -0.0002
H 5.544 1.558 -3.085 0.0014
H 3.905 2.105 0.701 0.0004
H 4.640 -0.338 -4.368 0.0000
H 3.280 -1.276 -3.691 0.0008
H 4.933 -1.683 -3.259 0.0000
C 4.995 3.448 7.401 0.0027
C 4.002 3.319 6.281 0.0139
C 2.707 2.886 6.519 0.0032
C 1.770 2.753 5.498 0.0277
C 0.390 2.275 5.851 0.0052
C 2.151 3.095 4.199 0.1305
Te 0.566 2.870 2.730 0.3938
N -0.652 1.678 1.156 0.4239
C -1.423 2.396 0.317 0.0466
O -1.517 2.136 -0.885 0.0692
C -2.191 3.557 0.883 0.0094
C -2.512 4.609 0.031 0.0042
C -3.254 5.679 0.496 0.0018
C -3.710 5.692 1.809 0.0033
C -3.418 4.635 2.654 0.0001
C -2.653 3.574 2.193 0.0062
C 0.877 4.675 1.671 0.0138
C 1.279 4.742 0.337 0.0010
C 1.600 3.559 -0.522 0.0029
C 1.376 5.999 -0.258 -0.0006
C 1.083 7.165 0.427 0.0005
C 1.164 8.505 -0.243 0.0001
C 0.675 7.060 1.751 0.0008
C 0.557 5.835 2.388 0.0066
C 0.038 5.791 3.797 0.0117
C 3.461 3.497 3.922 0.0214
C 3.963 3.829 2.542 0.0048
C 4.364 3.616 4.974 0.0008
H 4.532 3.244 8.365 0.0000
H 5.419 4.452 7.434 0.0007
H 5.823 2.749 7.271 0.0007
H 2.411 2.639 7.531 0.0005
H 0.343 2.047 6.915 -0.0001
H 0.107 1.370 5.309 0.0011
H -0.371 3.027 5.633 0.0014
H -2.172 4.568 -0.995 0.0005
H -3.499 6.495 -0.169 0.0001
H -4.320 6.512 2.162 0.0002
H -3.816 4.614 3.659 -0.0001
H -2.468 2.723 2.836 0.0003
H 1.819 2.670 0.061 0.0036
H 2.451 3.792 -1.168 0.0001
H 0.758 3.303 -1.166 0.0004
H 1.684 6.056 -1.296 0.0000
H 1.686 8.441 -1.195 0.0000
H 1.683 9.228 0.387 0.0000
H 0.165 8.900 -0.436 0.0000
H 0.418 7.957 2.302 0.0004
H -0.241 6.791 4.122 0.0011
H 0.779 5.397 4.497 0.0023
H -0.849 5.159 3.859 0.0035
H 3.231 3.578 1.773 0.0035
H 4.893 3.288 2.351 0.0005
H 4.168 4.895 2.441 0.0004
H 5.377 3.939 4.765 0.0000
```

Molecular formula: C2H2ClFOS
Method: DFT, ωB97M-V/def2-TZVPD

Computed properties:
E_HOMO = -10.19 eV
total energy = -1110.85215 a.u.
HOMO-LUMO gap = 10.62 eV
ΔE to the lowest compared entry with this formula, charge and spin = 17.8 kcal/mol
LUMO energy = 0.427 eV
largest force on an atom = 5.64 eV Å⁻¹
SMILES = O=C(S)[C@H](F)Cl
net charge = 0

Geometry as XYZ:
```
8
Properties=species:S:1:pos:R:3:nbo_charge:R:1
O 1.160 0.919 -1.267 -0.5178
C 0.711 0.242 -0.460 0.3658
S 1.722 -1.011 0.205 0.0034
C -0.771 0.489 0.065 0.1519
F -0.778 0.570 1.376 -0.2973
Cl -1.578 -0.983 -0.612 -0.0673
H 0.642 -1.500 1.221 0.1641
H -1.109 1.274 -0.528 0.1973
```

Molecular formula: C56H65F26N4O15S2
Method: DFT, ωB97M-V/def2-TZVPD

Computed properties:
E_HOMO = -10.57 eV
total energy = -6913.15730 a.u.
HOMO-LUMO gap = 6.10 eV
LUMO energy = -4.473 eV
largest force on an atom = 3.69 eV Å⁻¹
net charge = +1

Geometry as XYZ:
```
168
Properties=species:S:1:pos:R:3:lowdin_charge:R:1
C 6.714 -2.931 1.982 -0.0749
C 6.559 -2.792 3.563 -0.2258
N 5.486 -1.811 3.881 -0.2114
C 6.027 -0.454 4.114 -0.2637
C 4.886 0.631 3.862 -0.0822
C 4.634 -2.256 4.922 -1.0168
S 4.455 -1.535 6.414 0.6873
S 3.690 -3.772 4.577 0.8760
C 2.482 -4.064 5.925 -0.4668
C 1.096 -3.324 5.764 -0.1973
C 1.148 -2.087 4.764 -0.1823
C -0.104 -1.198 4.883 0.0189
C -0.331 -0.308 6.080 -0.2160
N 0.669 -0.333 7.140 0.1086
N -1.382 0.516 6.234 0.1550
N -2.274 0.510 5.281 0.0757
C -2.309 -0.182 4.112 0.0072
C -3.469 -0.001 3.090 -0.3555
F -3.099 -0.198 1.775 0.0996
F -4.456 -0.929 3.455 0.0819
C -4.134 1.426 3.134 -0.1070
C -5.567 1.655 3.039 0.0392
C -6.000 3.116 3.063 -0.0123
C -5.044 4.216 3.210 0.0169
C -3.601 3.936 3.295 -0.0691
C -2.500 5.011 3.455 -0.4899
F -3.054 6.206 3.815 0.1238
F -1.660 5.106 2.373 0.1108
F -1.681 4.628 4.517 0.0890
C -3.181 2.546 3.243 0.0262
C -1.189 -1.128 3.857 0.0109
C -1.089 -2.033 2.609 -0.0486
C -2.225 -3.156 2.584 -0.3268
O -2.553 -3.669 3.629 0.0913
C -2.796 -3.542 1.202 -0.1271
C -3.877 -4.542 1.194 0.0108
C -4.444 -4.913 -0.103 -0.0537
C -3.963 -4.368 -1.376 -0.0385
C -2.869 -3.396 -1.316 -0.0621
C -2.282 -2.976 -0.048 -0.0266
H 7.199 -3.902 1.688 0.0786
H 5.724 -2.872 1.454 0.0793
H 7.339 -2.090 1.587 0.0573
H 6.381 -3.819 3.967 0.0976
H 7.539 -2.427 3.972 0.1283
H 6.566 -0.321 5.086 0.1044
H 6.792 -0.275 3.311 0.0972
H 3.902 0.114 3.675 0.0673
H 5.161 1.265 2.987 0.0558
H 4.738 1.262 4.783 0.0721
H 2.988 -3.827 6.900 0.0576
H 2.311 -5.180 5.949 0.0892
H 0.245 -3.977 5.448 0.1180
H 0.852 -2.884 6.775 0.1019
H 1.403 -2.414 3.729 0.0924
H 2.020 -1.453 5.113 0.0794
H 0.259 -0.967 7.843 0.1079
H 0.642 0.629 7.511 0.1034
H -3.084 1.130 5.440 0.1875
H -6.292 0.822 2.924 0.1228
H -7.072 3.429 2.977 0.1127
H -5.345 5.290 3.262 0.1241
H -2.085 2.338 3.291 0.1309
H -0.120 -2.586 2.522 0.1289
H -1.143 -1.371 1.698 0.1050
H -4.231 -4.982 2.151 0.1179
H -5.288 -5.652 -0.062 0.1015
H -4.411 -4.692 -2.346 0.1109
H -2.451 -2.974 -2.258 0.1001
H -1.458 -2.220 -0.105 0.0975
C -2.772 6.720 0.457 -0.0637
C -2.986 8.022 1.203 -0.1928
O -2.342 9.118 0.532 0.0354
C -2.959 9.574 -0.565 -0.3817
O -3.983 9.134 -1.003 0.1710
C -2.191 10.753 -1.162 -0.5271
F -0.878 10.489 -1.293 0.1581
F -2.293 11.849 -0.389 0.1644
F -2.641 11.090 -2.376 0.1678
H -1.707 6.535 0.310 0.0876
H -3.206 5.886 1.002 0.0577
H -3.227 6.751 -0.535 0.0804
H -2.532 7.954 2.191 0.1125
H -4.047 8.237 1.351 0.1321
C -1.308 5.030 -3.862 -0.0530
C -1.763 3.594 -4.027 -0.1841
O -1.182 2.742 -3.020 0.0301
C -1.714 2.831 -1.800 -0.3859
O -2.620 3.555 -1.497 0.1648
C -1.027 1.856 -0.845 -0.5131
F 0.315 1.936 -0.903 0.1635
F -1.346 0.573 -1.122 0.1287
F -1.363 2.066 0.434 0.1527
H -0.217 5.088 -3.863 0.0875
H -1.699 5.653 -4.667 0.0896
H -1.645 5.448 -2.912 0.0675
H -1.421 3.213 -4.990 0.1297
H -2.851 3.509 -4.016 0.1292
C -6.361 0.770 -0.898 -0.0529
C -7.108 2.022 -0.479 -0.2046
O -8.179 2.299 -1.393 0.0324
C -9.266 1.527 -1.269 -0.3799
O -9.388 0.648 -0.464 0.1695
C -10.339 1.943 -2.275 -0.5277
F -9.846 2.067 -3.520 0.1619
F -10.883 3.131 -1.951 0.1635
F -11.342 1.061 -2.342 0.1701
H -6.010 0.863 -1.927 0.0865
H -5.506 0.594 -0.243 0.0677
H -7.006 -0.110 -0.861 0.0791
H -6.428 2.874 -0.514 0.1259
H -7.476 1.949 0.548 0.1081
C -7.424 -11.201 1.288 -0.0598
C -6.195 -10.442 1.748 -0.1961
O -5.352 -10.089 0.635 0.0316
C -5.773 -9.069 -0.116 -0.3899
O -6.780 -8.447 0.076 0.1607
C -4.775 -8.781 -1.237 -0.5258
F -4.422 -9.890 -1.908 0.1657
F -3.633 -8.237 -0.767 0.1502
F -5.255 -7.923 -2.149 0.1543
H -7.135 -12.077 0.705 0.0865
H -8.021 -11.521 2.142 0.0852
H -8.054 -10.585 0.643 0.0760
H -5.597 -11.080 2.399 0.1262
H -6.459 -9.552 2.323 0.1263
C 0.733 -0.573 -3.139 -0.0520
C 2.116 0.043 -3.069 -0.1931
O 3.053 -0.679 -3.886 0.0320
C 2.961 -0.469 -5.204 -0.3811
O 2.169 0.263 -5.724 0.1716
C 4.029 -1.269 -5.949 -0.5238
F 4.065 -2.557 -5.564 0.1633
F 5.262 -0.766 -5.739 0.1466
F 3.833 -1.272 -7.274 0.1646
H 0.773 -1.632 -2.869 0.0877
H 0.049 -0.060 -2.468 0.0410
H 0.324 -0.520 -4.149 0.0838
H 2.488 -0.014 -2.045 0.1268
H 2.104 1.099 -3.347 0.1284
C 7.193 -1.934 -7.596 -0.0571
C 7.072 -1.505 -9.044 -0.1887
O 8.353 -1.155 -9.595 0.0297
C 9.156 -2.180 -9.903 -0.3850
O 8.877 -3.335 -9.752 0.1702
C 10.466 -1.673 -10.505 -0.5265
F 11.021 -0.695 -9.765 0.1573
F 10.280 -1.169 -11.739 0.1610
F 11.383 -2.641 -10.615 0.1658
H 7.687 -1.157 -7.008 0.0893
H 6.215 -2.132 -7.172 0.0456
H 7.797 -2.837 -7.497 0.0826
H 6.452 -0.610 -9.107 0.1265
H 6.591 -2.272 -9.655 0.1305
C 8.032 5.532 0.071 -0.0605
C 8.145 4.459 -0.994 -0.1928
O 8.363 3.162 -0.409 0.0348
C 7.295 2.583 0.143 -0.3856
O 6.196 3.064 0.180 0.1626
C 7.658 1.205 0.696 -0.5117
F 8.765 1.234 1.458 0.1660
F 7.893 0.320 -0.289 0.1661
F 6.681 0.686 1.458 0.1211
H 8.912 5.522 0.717 0.0861
H 7.935 6.517 -0.384 0.0855
H 7.166 5.365 0.713 0.0743
H 9.011 4.663 -1.625 0.1279
H 7.270 4.440 -1.647 0.1274
```